Record 1
{"formula": "C3H5N3O", "method": "ωB97M-V with the def2-TZVPD basis set", "total_charge": 0, "multiplicity": 1, "orbital_gap_ev": 7.8909, "de_lowest_kcal_mol": 114.7, "species": ["N", "C", "C", "O", "N", "C", "N", "H", "H", "H", "H", "H"], "xyz": [[0.7981, 1.5327, -0.0544], [0.5773, 0.0883, -0.0938], [1.7255, -0.6477, -0.2958], [1.2826, -1.9192, -0.2180], [-0.0966, -2.0117, 0.0209], [-0.5247, -0.7807, 0.1122], [-1.8640, -0.5167, 0.4420], [0.3567, 2.0845, -0.7956], [0.6131, 1.9845, 0.8461], [1.8244, 1.5153, -0.2170], [-2.3307, 0.0723, -0.2382], [-2.3617, -1.4017, 0.4915]]}

Record 2
{"formula": "C8H10N4", "method": "ωB97M-V with the def2-TZVPD basis set", "total_charge": 0, "multiplicity": 1, "orbital_gap_ev": 7.1960, "de_lowest_kcal_mol": 80.4, "species": ["C", "C", "C", "C", "C", "C", "C", "C", "H", "H", "H", "H", "H", "H", "H", "H", "H", "H", "N", "N", "N", "N"], "xyz": [[-1.7939, -1.5835, 2.7601], [-0.4120, -1.3944, 2.0938], [0.2291, -0.1213, 0.1752], [2.3729, -0.4172, -0.7277], [2.1658, 0.5596, -1.6438], [0.9842, 1.3382, -1.6188], [-0.8385, 2.2585, -2.2945], [-0.0538, 0.9009, -0.7979], [-2.6307, -1.8597, 1.9935], [-1.7225, -2.5504, 3.4347], [-1.9827, -0.6795, 3.4445], [0.3232, -0.8328, 2.8341], [-0.1380, -2.4749, 1.8094], [-1.8818, -0.3770, 0.7964], [3.3162, -1.0291, -0.6822], [2.7825, 0.6349, -2.5150], [0.7748, 1.8968, -3.9387], [-1.3523, 3.1067, -2.6901], [-0.8234, -0.5441, 0.9904], [1.3992, -0.7109, 0.2168], [0.4652, 2.1894, -2.5651], [-1.1835, 1.6897, -1.0751]]}

Record 3
{"formula": "C36H29CsFN7O5S2", "method": "ωB97M-V with the def2-TZVPD basis set", "total_charge": -2, "multiplicity": 1, "orbital_gap_ev": [6.2498, 4.1915], "de_lowest_kcal_mol": 14.9, "species": ["Cs", "F", "C", "C", "C", "C", "O", "C", "C", "N", "C", "C", "C", "C", "C", "C", "N", "C", "C", "N", "C", "C", "C", "O", "O", "H", "H", "H", "H", "H", "H", "H", "H", "H", "H", "H", "H", "H", "H", "H", "H", "H", "H", "S", "C", "S", "C", "C", "N", "C", "N", "O", "C", "N", "C", "C", "O", "N", "C", "C", "C", "C", "C", "C", "C", "C", "C", "C", "C", "C", "H", "H", "H", "H", "H", "H", "H", "H", "H", "H", "H"], "xyz": [[1.8183, -0.1084, -3.0996], [0.7312, 0.6973, 4.1087], [0.4596, -0.4900, 3.4999], [0.9212, -0.6992, 2.2327], [0.7165, -1.9265, 1.6019], [1.2091, -2.1200, 0.2167], [1.9204, -1.2589, -0.2973], [0.7905, -3.3591, -0.4077], [0.1779, -4.2915, 0.3505], [-0.1599, -4.1523, 1.6743], [-0.8537, -5.2128, 2.3468], [-0.1756, -5.8927, 3.5019], [-0.3335, -6.6059, 2.1896], [0.0364, -2.9345, 2.2963], [-0.4602, -2.6844, 3.5818], [-0.2582, -1.4645, 4.2101], [-0.7688, -1.2585, 5.4995], [-1.1791, 0.0384, 5.9946], [-0.1779, 0.6329, 6.9746], [0.1177, -0.3485, 8.0564], [0.5290, -1.6810, 7.5400], [-0.5029, -2.2128, 6.5550], [0.9297, -3.6813, -1.9112], [0.7635, -2.6897, -2.6560], [1.1054, -4.8752, -2.1925], [1.4700, 0.0715, 1.7063], [-0.0716, -5.2408, -0.1043], [-1.9305, -5.0869, 2.4080], [-0.7863, -6.1993, 4.3405], [0.8134, -5.5350, 3.7540], [-1.0603, -7.4019, 2.1153], [0.5507, -6.7357, 1.5820], [-1.0457, -3.4355, 4.0916], [-2.1426, -0.0773, 6.5054], [-1.3293, 0.7248, 5.1655], [-0.5698, 1.5272, 7.4641], [0.7605, 0.8683, 6.4796], [-0.7211, -0.4571, 8.6918], [0.8615, 0.0329, 8.7199], [0.6352, -2.3305, 8.4136], [1.4988, -1.5603, 7.0599], [-1.4281, -2.4457, 7.0939], [-0.1253, -3.1390, 6.1239], [6.4012, -0.9528, -9.1677], [7.7673, -0.8397, -10.1705], [8.9320, -0.0899, -9.1827], [7.9070, -1.2568, -11.4816], [6.8335, -1.8731, -12.1823], [5.9780, -2.3817, -12.7660], [9.1340, -1.0821, -12.1795], [10.1207, -0.9437, -12.7621], [2.0127, 4.5886, -1.5968], [1.0035, 4.0689, -2.0366], [-0.2428, 4.7392, -2.0314], [-1.2919, 3.7762, -2.3076], [-0.4209, 2.5794, -2.8081], [-0.9227, 1.5580, -3.2746], [0.8735, 2.8173, -2.5814], [-2.2599, 4.2176, -3.3874], [-2.0939, 5.4149, -4.0698], [-2.9883, 5.7886, -5.0664], [-4.0531, 4.9648, -5.3943], [-4.2172, 3.7595, -4.7214], [-3.3297, 3.3890, -3.7250], [-2.0197, 3.3949, -1.0184], [-3.0179, 4.2313, -0.5224], [-3.6302, 3.9662, 0.6933], [-3.2574, 2.8510, 1.4316], [-2.2709, 2.0077, 0.9427], [-1.6565, 2.2767, -0.2733], [-0.3623, 5.3697, -1.2529], [-1.2504, 6.0445, -3.8199], [-2.8446, 6.7254, -5.5913], [-4.7474, 5.2531, -6.1742], [-5.0376, 3.1012, -4.9801], [-3.4455, 2.4431, -3.2124], [-3.3242, 5.0935, -1.1041], [-4.4041, 4.6289, 1.0618], [-3.7386, 2.6378, 2.3786], [-1.9757, 1.1289, 1.5040], [-0.8962, 1.6037, -0.6475]]}

Q: multiplicity of number 1 (C3H5N3O)?
A: 1

Q: What is the multiplicity in the second record?
A: 1